1.
{"formula": "C20H52Cl8N6O2P2", "method": "ωB97M-V/def2-TZVPD", "total_charge": 0, "orbital_gap_ev": 7.871, "e_homo_ev": -7.667, "energy_ha": -5635.71714, "largest_force_ev_per_a": 11.53, "symbols": ["Cl", "C", "C", "Cl", "H", "H", "H", "H", "Cl", "C", "C", "Cl", "H", "H", "H", "H", "Cl", "C", "C", "Cl", "H", "H", "H", "H", "Cl", "C", "C", "Cl", "H", "H", "H", "H", "O", "P", "N", "C", "C", "N", "C", "C", "N", "C", "C", "H", "H", "H", "H", "H", "H", "H", "H", "H", "H", "H", "H", "H", "H", "H", "H", "H", "H", "O", "P", "N", "C", "C", "N", "C", "C", "N", "C", "C", "H", "H", "H", "H", "H", "H", "H", "H", "H", "H", "H", "H", "H", "H", "H", "H", "H", "H"], "coordinates": [[-16.9421, 2.7505, -7.4765], [-17.7614, 1.8445, -8.7653], [-19.1194, 1.2577, -8.2867], [-20.3050, 2.5575, -7.9623], [-17.0898, 1.1147, -9.2174], [-17.8183, 2.5425, -9.6005], [-18.9680, 0.5667, -7.4574], [-19.5087, 0.7114, -9.1458], [-19.5799, 3.3426, -3.5857], [-19.5001, 1.6555, -4.1205], [-19.7187, 1.5707, -5.6251], [-20.0215, -0.0716, -6.1498], [-20.1679, 1.0488, -3.5089], [-18.4419, 1.4424, -3.9693], [-18.8436, 2.0257, -6.0889], [-20.6093, 2.1417, -5.8877], [-21.3392, 4.4575, -2.2201], [-20.0492, 4.1447, -1.0006], [-18.8030, 3.7452, -1.7422], [-17.3420, 3.8386, -0.6808], [-20.3291, 3.3990, -0.2566], [-20.0069, 5.0624, -0.4140], [-18.4876, 4.3613, -2.5842], [-18.7841, 2.7250, -2.1255], [-24.6829, 2.3803, -2.1732], [-24.0308, 2.5914, -3.8031], [-22.5511, 2.8739, -3.6090], [-21.6788, 1.3941, -3.2457], [-24.5948, 3.4009, -4.2664], [-24.2112, 1.6608, -4.3411], [-22.2044, 3.6990, -2.9867], [-22.2391, 3.2041, -4.5998], [-25.3376, 1.2365, -4.9339], [-24.6090, 0.3555, -5.8693], [-25.0032, -1.3419, -5.8056], [-26.2279, -1.8114, -5.1961], [-24.2463, -2.3390, -6.6284], [-22.9221, 0.3832, -5.6169], [-22.1754, 1.5435, -6.1065], [-22.2160, -0.4377, -4.6021], [-24.8639, 0.7640, -7.5506], [-26.2257, 1.0903, -8.0082], [-23.9272, 0.2233, -8.6155], [-26.0021, -2.1990, -4.2026], [-26.5053, -2.6680, -5.8105], [-27.0582, -1.1091, -5.1221], [-24.8792, -2.4272, -7.5114], [-24.1059, -3.3023, -6.1381], [-23.2394, -1.9988, -6.8704], [-21.4061, 1.2670, -6.8276], [-22.8921, 2.1884, -6.6149], [-21.6986, 2.1429, -5.3309], [-22.5279, -1.4712, -4.7523], [-21.1354, -0.3325, -4.6987], [-22.6296, -0.1334, -3.6406], [-26.9738, 1.4362, -7.2948], [-26.2220, 1.6024, -8.9704], [-26.6767, 0.1461, -8.3133], [-23.9056, -0.8664, -8.6303], [-22.8944, 0.5432, -8.4772], [-24.2142, 0.4798, -9.6353], [-19.7485, 1.2207, -1.7502], [-18.8568, 0.0403, -1.7491], [-19.6216, -1.4921, -2.1152], [-20.9716, -1.4826, -2.7197], [-18.9478, -2.8280, -1.8596], [-18.0402, -0.2836, -0.2242], [-18.6786, 0.0420, 1.0030], [-16.7834, -1.1187, -0.1892], [-17.5720, 0.1612, -2.8534], [-16.7673, 1.4570, -3.0244], [-17.3716, -0.8085, -3.9121], [-21.7504, -1.4645, -1.9573], [-21.1530, -2.4153, -3.2538], [-21.1123, -0.7225, -3.4882], [-19.5892, -3.6062, -2.2733], [-18.7615, -3.0678, -0.8127], [-18.0583, -2.9321, -2.4808], [-18.1912, -0.6202, 1.7186], [-18.5681, 1.0885, 1.2873], [-19.7502, -0.1559, 1.0247], [-16.2710, -1.1195, -1.1512], [-16.0660, -0.6922, 0.5119], [-16.9946, -2.1394, 0.1296], [-16.8905, 1.9793, -3.9731], [-17.0187, 2.1353, -2.2090], [-15.7038, 1.2810, -2.8633], [-16.8174, -1.7150, -3.6685], [-16.7069, -0.3360, -4.6352], [-18.2239, -1.2561, -4.4233]], "lowdin_charge": [0.580, -0.622, -0.622, 0.746, 0.074, 0.060, -0.070, 0.083, 0.857, -0.619, -0.640, 0.894, -0.116, 0.008, 0.005, -0.051, 0.793, -0.484, -0.925, 0.555, 0.089, 0.072, 0.006, -0.063, 0.580, -0.647, -0.641, 0.942, 0.092, -0.081, -0.287, 0.062, -0.288, 0.690, -0.303, -0.119, -0.110, -0.222, -0.315, -0.374, -0.275, -0.119, -0.079, 0.078, 0.073, 0.081, 0.075, 0.081, 0.063, -0.079, 0.109, 0.000, 0.091, -0.065, 0.015, 0.081, 0.075, 0.065, 0.045, 0.059, 0.080, -0.408, 0.693, -0.242, -0.134, -0.075, -0.293, -0.138, -0.094, -0.300, -0.074, -0.140, 0.105, 0.092, -0.050, 0.075, 0.067, 0.055, 0.080, 0.073, 0.080, 0.066, 0.078, 0.061, 0.084, -0.004, 0.092, 0.062, 0.089, 0.052]}

---

2.
{"formula": "C4H9S", "method": "ωB97M-V/def2-TZVPD", "relative_energy_kcal_mol": 27.84, "total_charge": -1, "orbital_gap_ev": 4.645, "e_homo_ev": -1.903, "energy_ha": -555.96001, "largest_force_ev_per_a": 2.52, "symbols": ["C", "S", "H", "H", "H", "C", "C", "C", "H", "H", "H", "H", "H", "H"], "coordinates": [[-3.2292, -1.9063, -3.8789], [-3.4172, -3.7740, -4.2116], [-2.5766, -1.8755, -3.0244], [-2.9582, -1.5064, -4.8544], [-4.2086, -1.4701, -3.7096], [2.5845, 0.7135, 1.4702], [1.9188, 1.1831, 2.7161], [0.7690, 1.8364, 2.8501], [3.5063, 1.2341, 1.2193], [2.6805, -0.3683, 1.4265], [1.9276, 0.8546, 0.5970], [2.4261, 0.8916, 3.6371], [0.2794, 1.9538, 3.8048], [0.2978, 2.2337, 1.9578]], "nbo_charge": [-0.744, -0.797, 0.189, 0.184, 0.168, -0.662, -0.165, -0.403, 0.217, 0.228, 0.216, 0.180, 0.199, 0.190]}

---

3.
{"formula": "C15H22O9", "method": "ωB97M-V/def2-TZVPD", "relative_energy_kcal_mol": 0.00, "smiles": "CC(=O)OCC1=CC(=O)OC1=O.CCOC(C)=O.CCOC(C)=O", "total_charge": 0, "orbital_gap_ev": 9.477, "e_homo_ev": -10.117, "energy_ha": -1261.90938, "largest_force_ev_per_a": 5.03, "symbols": ["C", "C", "O", "O", "C", "C", "C", "C", "O", "O", "C", "O", "H", "H", "H", "H", "H", "H", "C", "C", "O", "C", "C", "O", "H", "H", "H", "H", "H", "H", "H", "H", "C", "C", "O", "C", "C", "O", "H", "H", "H", "H", "H", "H", "H", "H"], "coordinates": [[1.3126, 1.0824, -2.0500], [1.3301, -0.3162, -1.5294], [0.5458, -0.6929, -0.7550], [2.2818, -1.1897, -2.0167], [3.2378, -1.5087, -1.0140], [4.3679, -0.5390, -0.9925], [5.0442, -0.1337, -2.0328], [6.1071, 0.7898, -1.5482], [6.7383, 1.5380, -2.1267], [6.2031, 0.5916, -0.1680], [4.9684, 0.1703, 0.1938], [4.4152, 0.3614, 1.1837], [1.1242, 1.0749, -3.1186], [2.2288, 1.6099, -1.8218], [0.4869, 1.5913, -1.5860], [3.6559, -2.4650, -1.2993], [2.7963, -1.6382, -0.0330], [4.8907, -0.4053, -3.0544], [-4.9667, -1.2724, 0.0072], [-4.6362, -2.7377, 0.2043], [-3.9997, -3.2932, -0.9455], [-2.6694, -3.2176, -1.1712], [-1.8259, -2.2892, -0.3278], [-2.1982, -3.8395, -2.0821], [-4.0666, -0.6747, -0.1375], [-5.5056, -0.8814, 0.8713], [-5.5854, -1.1426, -0.8809], [-4.0393, -2.9125, 1.1012], [-5.5576, -3.3050, 0.3292], [-1.7354, -1.3333, -0.8345], [-0.8394, -2.7270, -0.2222], [-2.2112, -2.1319, 0.6784], [-1.7943, 0.8077, 1.9894], [-0.3404, 1.1402, 1.7271], [-0.2097, 2.2208, 0.7985], [-0.2481, 3.5226, 1.1443], [-0.7119, 3.9068, 2.5302], [0.0247, 4.3514, 0.3205], [-2.3228, 1.6432, 2.4502], [-1.8754, -0.0572, 2.6494], [-2.3026, 0.5838, 1.0514], [0.2115, 1.3453, 2.6460], [0.1450, 0.2917, 1.2552], [-1.7796, 4.1195, 2.4982], [-0.1799, 4.8071, 2.8280], [-0.5153, 3.1543, 3.2903]], "nbo_charge": [-0.735, 0.825, -0.566, -0.532, -0.117, -0.097, -0.256, 0.758, -0.470, -0.500, 0.764, -0.497, 0.243, 0.239, 0.259, 0.222, 0.216, 0.244, -0.636, -0.067, -0.510, 0.796, -0.743, -0.570, 0.206, 0.216, 0.221, 0.173, 0.197, 0.253, 0.254, 0.208, -0.635, -0.078, -0.516, 0.801, -0.744, -0.572, 0.207, 0.217, 0.215, 0.175, 0.221, 0.244, 0.248, 0.218]}